Record 1
# C8H7FO

One molecule with the formula C8H7FO in a non-equilibrium geometry (ωB97M-V with the def2-TZVPD basis set, OMol25).

Summary:
highest occupied orbital energy	-8.516	eV
DFT total energy	-13171.4128	eV
net charge	0
frontier orbital gap	0.3484	Eh
energy above the lowest of the compared OMol25 structures with the same formula, charge and spin	47.41	kcal per mole
lowest unoccupied orbital energy	0.96	eV

Last column: natural (NBO) charge in e.
Element x y z (Å)
C (-1.564, -1.194, 1.343)  -0.269
C (-2.166, 0.024, 1.131)  -0.160
C (-0.307, -1.430, 0.683)  -0.141
C (-1.587, 0.995, 0.333)  -0.297
C (0.374, -0.478, -0.028)  -0.218
C (-0.320, 0.802, -0.206)  0.371
C (1.639, 1.381, -1.302)  -0.099
C (1.703, -0.614, -0.731)  0.238
O (0.321, 1.748, -0.881)  -0.483
F (1.771, -1.388, -1.822)  -0.345
H (-1.874, -1.799, 2.155)  0.219
H (-3.087, 0.310, 1.576)  0.213
H (0.202, -2.487, 0.671)  0.216
H (-2.053, 1.878, 0.183)  0.216
H (2.369, 1.618, -0.519)  0.178
H (1.950, 1.341, -2.279)  0.194
H (2.629, -0.708, -0.306)  0.166



Record 2
# C3H12O4

A 4-piece molecular cluster, C3H12O4 overall in a non-equilibrium geometry (ωB97M-V with the def2-TZVPD basis set, OMol25).

Summary:
highest occupied orbital energy	-8.850	eV
SMILES	C=C(C)O.O.O.O
DFT total energy	-11494.4062	eV
net charge	0
frontier orbital gap	0.3524	Eh
energy above the lowest of the compared OMol25 structures with the same formula, charge and spin	31.27	kcal per mole
lowest unoccupied orbital energy	0.74	eV

Last column: natural (NBO) charge in e.
Element x y z (Å)
C (-0.452, -1.146, 1.004)  -0.506
C (0.034, -2.375, 1.081)  0.312
O (1.217, -2.706, 0.457)  -0.680
C (-0.507, -3.449, 2.003)  -0.683
H (-1.224, -0.768, 1.655)  0.204
H (0.000, -0.491, 0.268)  0.215
H (1.155, -3.606, 0.173)  0.468
H (0.078, -4.364, 1.966)  0.212
H (-0.610, -3.033, 3.005)  0.235
H (-1.526, -3.746, 1.728)  0.222
H (1.552, 6.084, 0.383)  0.468
H (2.950, 6.268, -0.173)  0.466
O (2.406, 5.645, 0.318)  -0.933
H (-5.677, 0.061, 0.952)  0.464
H (-5.693, -1.061, -0.017)  0.464
O (-5.764, -0.098, 0.005)  -0.928
H (3.720, 2.602, -3.433)  0.474
H (3.158, 2.687, -4.904)  0.472
O (3.066, 2.269, -4.049)  -0.946



Record 3
# C22H22LiN3O7Se

C22H22LiN3O7Se as an isolated structure (ωB97M-V with the def2-TZVPD basis set, OMol25).

Summary:
highest occupied orbital energy	-1.572	eV
DFT total energy	-107523.4215	eV
net charge	-2
frontier orbital gap	0.2039	Eh
lowest unoccupied orbital energy	3.98	eV

Last column: natural (NBO) charge in e.
Element x y z (Å)
Li (-2.611, 1.781, 1.161)  0.855
C (1.293, -3.055, 0.504)  -0.251
O (1.497, -1.736, 0.055)  -0.502
C (2.200, -1.530, -1.086)  0.340
C (3.058, -2.471, -1.640)  -0.301
C (3.850, -2.158, -2.741)  -0.248
C (3.774, -0.891, -3.290)  -0.240
C (2.876, 0.032, -2.773)  -0.228
C (2.050, -0.263, -1.690)  0.115
N (1.160, 0.703, -1.247)  -0.628
C (-0.036, 0.588, -0.500)  0.647
N (-0.778, -0.479, -0.869)  -0.590
C (-2.005, -0.976, -0.336)  0.016
C (-2.714, -0.282, 0.627)  -0.391
C (-3.923, -0.903, 1.012)  -0.261
C (-4.372, -2.106, 0.485)  -0.254
C (-3.607, -2.781, -0.475)  -0.378
C (-2.414, -2.205, -0.879)  0.293
O (-1.554, -2.781, -1.823)  -0.554
C (-1.941, -4.004, -2.386)  -0.240
N (-0.369, 1.476, 0.357)  -0.551
C (0.568, 2.415, 0.799)  0.063
C (0.245, 3.772, 0.708)  -0.143
C (1.110, 4.749, 1.171)  -0.229
C (2.327, 4.397, 1.744)  -0.248
C (2.641, 3.053, 1.893)  -0.273
C (1.766, 2.072, 1.448)  0.239
O (2.092, 0.747, 1.704)  -0.546
C (1.254, 0.172, 2.707)  -0.250
H (0.591, -2.982, 1.331)  0.213
H (2.225, -3.512, 0.852)  0.157
H (0.853, -3.673, -0.285)  0.180
H (3.139, -3.447, -1.184)  0.208
H (4.521, -2.902, -3.151)  0.197
H (4.390, -0.620, -4.139)  0.199
H (2.781, 1.011, -3.228)  0.207
H (1.493, 1.654, -1.297)  0.411
H (-0.398, -1.022, -1.627)  0.396
H (-4.547, -0.413, 1.755)  0.192
H (-5.319, -2.535, 0.800)  0.179
H (-3.951, -3.718, -0.889)  0.189
H (-1.151, -4.298, -3.076)  0.178
H (-2.884, -3.917, -2.937)  0.167
H (-2.060, -4.780, -1.620)  0.163
H (-0.730, 4.041, 0.313)  0.270
H (0.794, 5.782, 1.119)  0.215
H (3.004, 5.156, 2.118)  0.189
H (3.551, 2.732, 2.386)  0.201
H (1.566, -0.864, 2.822)  0.167
H (0.201, 0.207, 2.422)  0.217
H (1.385, 0.706, 3.654)  0.164
O (-3.064, 2.704, 2.776)  -1.193
Se (-3.402, 4.063, 1.867)  2.722
O (-4.938, 4.574, 2.097)  -1.120
O (-3.178, 3.467, 0.320)  -1.197
O (-2.308, 5.249, 2.162)  -1.135